{"formula": "C36H85O19P", "method": "ωB97M-V with the def2-TZVPD basis set", "e_tot_ha": -3192.80073, "multiplicity": 2, "homo_energy_ev": [-10.793, -10.793], "s_squared": 0.76, "total_charge": 1, "orbital_gap_ev": [8.404, 2.027], "species": ["C", "O", "C", "C", "O", "C", "C", "O", "C", "H", "H", "H", "H", "H", "H", "H", "H", "H", "H", "H", "H", "H", "H", "C", "O", "C", "C", "O", "C", "C", "O", "C", "H", "H", "H", "H", "H", "H", "H", "H", "H", "H", "H", "H", "H", "H", "C", "O", "C", "C", "O", "C", "C", "O", "C", "H", "H", "H", "H", "H", "H", "H", "H", "H", "H", "H", "H", "H", "H", "C", "O", "C", "C", "O", "C", "C", "O", "C", "H", "H", "H", "H", "H", "H", "H", "H", "H", "H", "H", "H", "H", "H", "C", "O", "C", "C", "O", "C", "C", "O", "C", "H", "H", "H", "H", "H", "H", "H", "H", "H", "H", "H", "H", "H", "H", "C", "C", "O", "P", "O", "O", "C", "C", "O", "C", "C", "H", "H", "H", "H", "H", "H", "H", "H", "H", "H", "H", "H", "H", "H", "H"], "xyz": [[3.05085, 0.91351, -6.10346], [3.22809, -0.06577, -5.16628], [2.18925, -0.95588, -4.70229], [2.42236, -1.64444, -3.34661], [3.45979, -2.59996, -3.41973], [4.02648, -3.06530, -2.15914], [3.28876, -4.19156, -1.38555], [4.04651, -5.31381, -1.08424], [3.30726, -6.09040, -0.16301], [2.10514, 0.92642, -6.64527], [3.91445, 0.79871, -6.75854], [3.12099, 1.83557, -5.52640], [2.08071, -1.69624, -5.49487], [1.20541, -0.49346, -4.62275], [1.47193, -1.97278, -2.92594], [2.81901, -0.83880, -2.72877], [4.30064, -2.30099, -1.43198], [5.02161, -3.31278, -2.52868], [2.37839, -4.55716, -1.86060], [2.80358, -3.74441, -0.51793], [3.23681, -5.69171, 0.84901], [3.79182, -7.02671, 0.11383], [2.33771, -6.50264, -0.44252], [-4.79881, -2.71853, 0.71247], [-4.64527, -4.18309, 0.53459], [-3.54511, -4.78861, 1.41411], [-2.18488, -4.45644, 0.81340], [-1.22574, -4.14729, 1.86287], [0.10247, -4.30143, 1.35545], [1.23813, -3.62988, 2.25978], [1.25797, -4.50037, 3.44877], [0.18658, -4.42132, 4.40850], [-4.12505, -2.18514, 0.04192], [-4.60548, -2.39645, 1.73570], [-5.86252, -2.59466, 0.50935], [-3.89571, -5.80499, 1.59341], [-3.56229, -4.30655, 2.39156], [-2.37555, -3.53943, 0.25586], [-1.70805, -5.29448, 0.30505], [0.10328, -3.78728, 0.39434], [0.39013, -5.35045, 1.42559], [1.19594, -2.57368, 2.52576], [2.22542, -3.83204, 1.84446], [-0.16176, -3.42197, 4.66938], [0.40023, -5.10703, 5.22841], [-0.69817, -4.93584, 4.03356], [-4.70217, 1.39028, -1.49109], [-4.84962, 1.37706, -0.13076], [-5.95126, 2.18560, 0.36957], [-5.99883, 2.06367, 1.88095], [-6.55750, 0.74070, 2.34130], [-6.32311, 0.49090, 3.78113], [-6.83559, -0.99646, 4.31015], [-7.05316, -1.00465, 5.71085], [-7.65130, -2.13457, 6.20684], [-4.71426, 2.39014, -1.92495], [-5.34614, 0.57883, -1.83012], [-3.68462, 1.04304, -1.67028], [-6.90633, 1.83489, -0.02149], [-5.77043, 3.24428, 0.18365], [-6.80784, 2.76216, 2.09474], [-5.04900, 2.40984, 2.28848], [-6.96237, 1.22710, 4.26842], [-5.29787, 0.74649, 4.04881], [-6.12143, -1.70662, 3.89330], [-7.78273, -1.23696, 3.82727], [-7.25432, -3.03760, 5.74311], [-8.72952, -2.09969, 6.05089], [-7.44329, -2.01520, 7.27013], [7.94324, -1.52889, 1.54890], [7.29630, -0.94541, 0.41343], [8.21624, -0.22938, -0.55041], [7.81927, -0.44483, -2.07185], [7.02210, 0.60422, -2.55155], [5.61422, 0.52201, -2.42309], [5.03860, 1.92174, -2.40872], [3.61897, 1.85388, -2.04726], [2.93231, 3.09620, -2.25539], [7.14739, -2.09738, 2.03006], [8.38693, -0.77645, 2.20088], [8.64414, -2.32170, 1.28753], [9.20427, -0.65732, -0.38084], [8.30229, 0.81694, -0.25734], [7.42126, -1.44964, -2.21353], [8.70289, -0.44442, -2.71005], [5.44931, 0.04315, -1.45790], [5.12816, -0.02891, -3.22829], [5.09708, 2.35372, -3.40777], [5.51223, 2.59406, -1.69334], [2.83350, 3.26359, -3.32792], [3.50359, 3.96771, -1.93566], [1.97023, 3.07576, -1.74347], [-1.69537, 3.58183, 3.47024], [-1.08712, 4.54007, 2.57563], [-1.61069, 4.29689, 1.26591], [-0.89189, 5.11936, 0.32930], [-1.64907, 4.98164, -0.88679], [-0.92705, 4.59248, -2.03869], [0.06294, 5.53214, -2.73048], [-0.59177, 6.78065, -3.11874], [-0.84318, 7.82607, -2.10306], [-1.59058, 3.85784, 4.51950], [-1.30663, 2.56906, 3.36408], [-2.75974, 3.61640, 3.23782], [-2.62803, 4.68211, 1.19724], [-1.76402, 3.26802, 0.94033], [0.15123, 4.91614, 0.57155], [-1.05797, 6.12434, 0.71728], [-1.57429, 4.20950, -2.82768], [-0.41092, 3.71641, -1.64600], [0.70598, 5.13738, -3.51710], [0.78502, 5.89244, -1.99774], [-1.35957, 7.51816, -1.19386], [-1.44255, 8.60978, -2.56632], [0.06902, 8.29575, -1.73507], [-2.51677, -0.53683, 2.92819], [-1.88509, -0.76937, 1.49974], [-1.07680, 0.40686, 1.03262], [-0.08668, 0.19690, -0.27493], [0.25232, -1.17621, -0.53609], [-0.90991, 1.00487, -1.43207], [-1.19033, 0.41844, -2.72633], [-1.52153, 1.40011, -3.90112], [1.24570, 1.09614, 0.03367], [2.39550, 0.54063, 0.52259], [2.36705, 0.70115, 1.99836], [-3.26365, 0.25638, 2.89535], [-2.85593, -1.48978, 3.33437], [-1.72785, -0.25276, 3.62463], [-1.17283, -1.58949, 1.40923], [-2.63493, -0.80327, 0.70937], [-0.29625, -0.16871, -2.93607], [-1.94513, -0.36641, -2.67737], [-1.43433, 0.89274, -4.86189], [-2.54945, 1.76212, -3.92159], [-0.81966, 2.23354, -3.93099], [2.61347, -0.51560, 0.36459], [3.21314, 1.07464, 0.03845], [2.58071, 1.74115, 2.24501], [1.33660, 0.62040, 2.34441], [2.97367, 0.08353, 2.66068]]}